DFT (ωB97M-V/def2-TZVPD) results for a 10-piece molecular cluster, C34H75ClN9O28P3 overall at a distorted geometry.

Structure (XYZ):
```
150
Properties=species:S:1:pos:R:3:mulliken_charge:R:1
C -4.67087 0.77050 4.48534 -1.243
C -3.25709 1.21378 4.07135 -0.172
O -2.85844 0.38843 2.97514 -0.310
C -1.46549 0.46897 2.75591 -0.060
C -1.07562 1.46620 1.63977 -0.761
O 0.05075 0.90924 0.98999 0.759
C 0.18991 1.37383 -0.33412 -3.998
C 1.49078 0.78537 -0.91423 1.508
P 2.82022 1.96505 -0.27326 -0.343
C 2.35340 2.98706 1.18884 -0.882
C 2.49134 2.34196 2.60033 0.049
C 4.55032 1.36663 -0.23718 0.840
C 5.45810 2.61838 0.01500 -1.397
C 1.65441 -0.76451 -0.96877 2.065
C 0.32322 -1.57769 -0.79849 -2.663
C 0.29344 -2.82909 -1.71782 -0.154
P -1.10508 -3.88141 -1.20913 0.946
O -2.21568 -3.12130 -0.63568 -0.819
O -1.58961 -4.88415 -2.38550 -0.418
C -1.60008 -4.27612 -3.70021 -0.469
C -2.54462 -3.05677 -3.85131 -0.848
O -0.49364 -4.84427 -0.03315 -0.429
C -1.58995 -5.41690 0.72193 -0.068
C -1.16313 -6.72597 1.39558 -1.335
C 2.62956 -1.55185 -0.02016 -0.561
Cl 2.73704 -0.86782 1.63966 0.181
C 4.01973 -1.88350 -0.64778 -0.545
C 5.11803 -2.17708 0.38458 -1.208
O 2.06524 -1.05434 -2.32824 -0.385
C 2.53686 0.11272 -2.91852 -1.299
O 3.45868 0.23628 -3.57424 -0.485
C 1.44976 1.13070 -2.48167 1.898
C 1.66132 2.62166 -2.83699 -1.495
O 1.05674 2.98375 -4.12977 -0.455
C 0.21623 4.02821 -3.95924 0.781
C 0.63075 5.40421 -4.47907 -0.725
O -0.81686 3.93540 -3.42012 -0.531
P -0.01487 0.55746 -3.49374 0.940
O 0.47165 0.23478 -4.85883 -0.862
H -4.56545 -0.13294 5.09339 0.283
H -5.25632 0.54309 3.59304 0.298
H -5.14433 1.54879 5.08887 0.388
H -3.29333 2.24950 3.70106 0.309
H -2.60283 1.11721 4.94596 0.296
H -1.12308 -0.51468 2.40474 -0.206
H -0.89108 0.67451 3.66929 0.398
H -1.91725 1.65852 0.96247 0.431
H -0.79193 2.40420 2.14836 0.238
H 0.16137 2.46704 -0.42140 0.678
H -0.69750 1.00186 -0.88385 1.136
H 3.04807 3.83560 1.19473 0.769
H 1.35289 3.42398 1.14599 0.660
H 1.81420 1.50344 2.75671 -0.336
H 3.53713 2.12596 2.82551 -0.095
H 2.18391 3.11751 3.31287 0.033
H 4.81560 0.64640 0.53865 -0.451
H 4.82795 1.00529 -1.23057 0.374
H 5.11889 3.48819 -0.55004 0.401
H 6.49345 2.33968 -0.19611 0.426
H 5.43098 2.81578 1.09095 0.279
H -0.56812 -0.99935 -1.04548 0.821
H 0.18915 -1.89595 0.23878 0.424
H 0.07400 -2.48226 -2.72910 0.290
H 1.25190 -3.35099 -1.65524 0.557
H -0.59392 -4.01667 -4.04735 0.428
H -1.96380 -5.04885 -4.38151 0.486
H -3.22423 -3.25701 -4.68408 0.413
H -1.96761 -2.17108 -4.13648 0.128
H -3.16020 -2.87388 -2.97254 0.281
H -1.85853 -4.71716 1.51648 0.146
H -2.45193 -5.65520 0.09516 0.336
H -1.98921 -7.03133 2.04901 0.424
H -0.27348 -6.59375 2.01526 0.235
H -1.04826 -7.53081 0.66482 0.316
H 2.18118 -2.53400 0.12941 0.477
H 4.34855 -1.13051 -1.36303 0.110
H 3.87844 -2.80515 -1.22357 0.528
H 5.94546 -2.66310 -0.14810 0.470
H 5.53871 -1.29179 0.86277 0.182
H 4.75946 -2.87867 1.13876 0.142
H 1.22809 3.29521 -2.10254 0.749
H 2.72997 2.78379 -2.95869 0.253
H 0.26532 6.09968 -3.72193 0.124
H 1.71047 5.46049 -4.61588 0.368
H 0.07108 5.61758 -5.39224 0.058
H -0.99603 1.56375 -3.60531 0.097
H -0.62619 -0.61003 -2.99135 -0.187
C -0.38429 -7.47943 -3.64003 -0.597
N -0.46361 -8.95980 -3.79006 0.911
O -1.54934 -9.48355 -3.63044 -0.532
O 0.56920 -9.53982 -4.06223 -0.555
H -1.36947 -7.10069 -3.39936 0.210
H 0.31712 -7.26854 -2.83763 0.273
H -0.03270 -7.07442 -4.58543 0.305
C 6.52318 1.45158 5.34675 -0.834
N 6.34285 1.96857 3.96233 0.831
O 6.76358 3.08134 3.71484 -0.535
O 5.78127 1.23271 3.17315 -0.374
H 7.03295 2.20682 5.93438 0.315
H 5.53501 1.24653 5.74912 0.288
H 7.11551 0.54309 5.28149 0.302
C -2.83105 6.44718 -7.00897 -0.716
N -1.59725 7.26193 -6.82795 0.898
O -1.71279 8.35430 -6.30846 -0.534
O -0.55391 6.76934 -7.21485 -0.524
H -3.67510 7.00647 -6.62137 0.303
H -2.94453 6.25852 -8.07270 0.309
H -2.69365 5.51946 -6.45933 0.264
C -6.97266 -2.98030 -1.81095 -0.736
N -6.53182 -2.80544 -3.22158 0.916
O -7.22595 -3.28866 -4.09598 -0.549
O -5.50050 -2.18765 -3.39776 -0.528
H -7.89849 -3.54573 -1.80586 0.299
H -6.18536 -3.51778 -1.28766 0.315
H -7.11740 -1.99334 -1.39073 0.271
C 3.08975 -4.85417 3.58330 -0.592
N 4.44361 -4.38225 3.98762 1.022
O 4.84858 -3.34312 3.49777 -0.534
O 5.05334 -5.07247 4.78009 -0.592
H 2.67024 -4.14655 2.87624 0.048
H 3.21310 -5.83306 3.12584 0.327
H 2.47884 -4.91386 4.47726 0.413
C 1.86387 6.41737 5.67231 -0.779
N 1.81269 4.94327 5.46359 0.791
O 0.73060 4.39620 5.56146 -0.507
O 2.86310 4.38865 5.20640 -0.444
H 0.86254 6.77117 5.89055 0.310
H 2.53361 6.60565 6.50658 0.284
H 2.24314 6.86401 4.75722 0.315
C -10.34413 -2.06028 0.67493 -0.737
N -9.03295 -1.43850 0.33857 0.838
O -8.88751 -1.00350 -0.78997 -0.514
O -8.19588 -1.41082 1.21700 -0.482
H -10.98397 -2.01404 -0.19933 0.310
H -10.15279 -3.09025 0.96308 0.296
H -10.77077 -1.49625 1.49936 0.290
C 0.41120 8.69968 -1.83366 -0.718
N 0.79718 8.72516 -0.39430 0.898
O 1.93311 8.39783 -0.10993 -0.524
O -0.05821 9.07270 0.39615 -0.534
H 1.26503 8.37326 -2.41729 0.318
H -0.41771 8.00446 -1.93575 0.247
H 0.11532 9.70694 -2.11238 0.306
C -0.48103 -2.35462 4.30285 -0.359
N -0.15589 -3.50099 5.19605 0.944
O -0.78139 -3.61056 6.22699 -0.557
O 0.72738 -4.25499 4.81758 -0.642
H -1.27625 -1.77546 4.75905 0.261
H 0.42179 -1.75831 4.19159 0.261
H -0.79838 -2.76472 3.34757 0.022
```

## Properties
Strongest force on any atom in eV/Å: 5.60
Net charge: 0
Highest occupied orbital energy in Ha: -0.2711
Kohn-Sham gap in eV: 7.113